{"formula": "C2H8S4", "method": "the ωB97M-V functional and the def2-TZVPD basis", "elements": ["C", "S", "S", "H", "H", "H", "H", "C", "S", "S", "H", "H", "H", "H"], "xyz": [[0.40292, -0.03797, -2.52833], [-1.22294, -0.31190, -1.72374], [-0.61690, -2.25139, -1.19643], [1.18522, -0.43551, -1.75003], [0.58144, -0.54241, -3.50118], [0.57438, 1.11002, -2.66080], [-0.34093, -1.84946, 0.03538], [2.07188, 0.73634, 0.79208], [0.98156, 0.31330, 2.15124], [-0.53635, 1.87893, 1.67712], [2.58113, -0.18046, 0.61011], [1.47105, 0.96919, -0.02942], [2.89091, 1.61397, 0.95090], [-1.47797, 1.06141, 2.23169]], "forces_ev_per_angstrom": [[1.836, 1.758, 1.052], [1.122, -0.943, -0.760], [-1.026, 0.224, 0.011], [-1.343, 0.932, -1.721], [-0.507, 0.212, 0.687], [-0.338, -1.991, 0.158], [0.278, -0.197, 0.558], [2.346, 1.782, 1.464], [-1.077, 1.747, -0.300], [0.696, -1.807, 1.036], [0.727, -0.625, -0.383], [-0.786, 0.390, -1.381], [-2.108, -2.047, -0.030], [0.181, 0.566, -0.391]], "largest_force_ev_per_a": 3.290, "molar_mass_g_mol": 160.35, "smiles": "CSS.CSS", "gap_ev": 8.43, "lumo_energy_ev": -0.16, "multiplicity": 1}


{"formula": "C2H8Si", "method": "the ωB97M-V functional and the def2-TZVPD basis", "elements": ["C", "C", "Si", "H", "H", "H", "H", "H", "H", "H", "H"], "xyz": [[-0.57034, -1.26083, -0.01195], [0.14771, -0.12272, -0.72313], [0.48120, 1.24386, 0.51733], [0.06868, -1.82160, 0.64149], [-1.38744, -0.87793, 0.59070], [-1.10316, -1.94857, -0.71896], [1.09240, -0.38306, -1.19872], [-0.53465, 0.31406, -1.44803], [-0.70577, 1.42591, 1.43544], [1.72580, 1.02088, 1.30666], [0.78557, 2.41001, -0.39082]], "forces_ev_per_angstrom": [[-1.060, -0.679, -1.125], [-0.331, 0.225, 0.897], [0.354, 0.518, -0.582], [0.385, -0.426, 0.262], [-0.079, 0.224, 0.274], [0.780, 0.279, 0.460], [-0.132, -0.215, -0.168], [0.121, 0.057, -0.324], [0.472, 0.083, -0.379], [-0.267, -0.082, 0.065], [-0.243, 0.015, 0.620]], "largest_force_ev_per_a": 1.688, "molar_mass_g_mol": 60.17, "smiles": "CC[SiH3]", "gap_ev": 11.57, "lumo_energy_ev": 1.17, "multiplicity": 1}


{"formula": "C2H9BN", "method": "the ωB97M-V functional and the def2-TZVPD basis", "elements": ["B", "C", "C", "N", "H", "H", "H", "H", "H", "H", "H", "H", "H"], "xyz": [[0.21747, 0.01132, -2.13470], [-0.52923, 0.03241, -0.73626], [0.50195, 0.06624, 0.37737], [-0.09308, -0.07064, 1.71225], [0.71504, -0.99897, -2.61375], [0.65865, 0.85150, -2.87824], [-1.15115, 1.00184, -0.65961], [-1.22144, -0.79240, -0.74569], [1.28746, -0.76618, 0.25509], [0.94882, 1.09305, 0.26302], [0.62664, -0.09354, 2.57356], [-0.54880, -1.00987, 1.87457], [-0.94233, 0.39574, 2.10104]], "forces_ev_per_angstrom": [[1.722, -0.785, -1.251], [-0.996, 2.205, -0.596], [1.168, 0.407, -1.846], [-0.229, -2.593, 5.260], [-0.759, -0.018, 0.797], [-0.833, 0.576, 0.775], [0.786, -1.407, -0.044], [-0.166, -0.621, 0.403], [-1.119, 1.376, 0.465], [0.051, -1.219, 0.717], [-1.556, 0.519, -2.511], [1.042, 0.210, -0.970], [0.889, 1.350, -1.199]], "largest_force_ev_per_a": 5.869, "charge": 1, "molar_mass_g_mol": 57.91, "smiles": "BCC[NH3+]", "gap_ev": 10.44, "lumo_energy_ev": -4.20, "multiplicity": 1}


{"formula": "C2H9BNO2", "method": "the ωB97M-V functional and the def2-TZVPD basis", "elements": ["B", "C", "C", "N", "O", "O", "H", "H", "H", "H", "H", "H", "H", "H", "H"], "xyz": [[1.21581, 0.10548, -0.02127], [-1.30532, 1.12565, -0.33781], [-0.36749, 0.08203, 0.17067], [-0.90315, -1.29787, 0.04949], [1.85583, 1.26532, -0.02270], [1.73921, -1.15538, -0.07549], [-2.31972, 0.99584, 0.03903], [-0.94696, 2.10792, -0.04468], [-1.33003, 1.10290, -1.42944], [-0.12663, 0.47721, 1.85481], [-1.61828, -1.53888, 0.74697], [-0.08362, -1.93189, 0.11616], [-1.31473, -1.39640, -0.89268], [2.81269, 1.30902, -0.05601], [2.69241, -1.25096, -0.09705]], "forces_ev_per_angstrom": [[-0.694, -0.620, 0.168], [-0.003, 0.027, -0.078], [1.177, 1.625, 3.914], [0.171, -0.297, -0.069], [0.077, 0.951, -0.108], [-0.122, -0.255, -0.070], [-0.010, 0.050, 0.029], [0.001, 0.033, -0.009], [-0.066, -0.013, -0.115], [-0.766, -1.308, -3.817], [0.227, 0.084, -0.215], [-0.433, -0.004, 0.046], [0.076, -0.130, 0.367], [0.144, -0.057, -0.032], [0.221, -0.086, -0.011]], "largest_force_ev_per_a": 4.398, "charge": 1, "molar_mass_g_mol": 89.91, "gap_ev": 10.62, "lumo_energy_ev": -4.10, "multiplicity": 1}


{"formula": "C2H9BNO3", "method": "the ωB97M-V functional and the def2-TZVPD basis", "elements": ["B", "C", "C", "N", "O", "O", "O", "H", "H", "H", "H", "H", "H", "H", "H", "H"], "xyz": [[-2.34214, 0.21010, 0.02600], [1.03204, -2.23072, -0.19607], [1.52477, -0.82408, -0.32604], [1.33921, -0.00858, 0.65116], [0.17064, 2.57741, -0.40526], [-3.62805, 0.35604, 0.06490], [-1.14696, -0.05966, -0.15652], [0.94707, -2.51733, 0.77171], [0.16739, -1.90194, -0.75851], [1.66163, -2.94757, -0.68428], [1.94920, -0.44148, -1.31767], [0.85963, -0.21966, 1.52665], [1.47444, 0.98827, 0.49257], [0.06379, 3.46195, -0.81140], [0.03523, 2.63951, 0.48418], [-4.10791, 0.91775, 0.63858]], "forces_ev_per_angstrom": [[1.658, -0.604, -0.646], [1.839, 2.629, -2.796], [0.779, -0.386, 0.293], [0.559, 0.913, -0.614], [0.753, 0.092, -4.116], [0.167, -0.728, -0.780], [-1.573, 0.282, 0.523], [-1.073, -0.651, 2.926], [-1.385, -1.318, -0.153], [0.050, -0.198, -0.795], [-0.666, -0.388, 1.676], [0.231, -0.518, -0.486], [0.045, -0.102, -0.179], [0.158, -0.704, 0.577], [-0.841, 0.780, 3.655], [-0.699, 0.902, 0.914]], "largest_force_ev_per_a": 4.256, "charge": 1, "molar_mass_g_mol": 105.91, "gap_ev": 11.42, "lumo_energy_ev": -3.78, "multiplicity": 1}


{"formula": "C2H9N2", "method": "the ωB97M-V functional and the def2-TZVPD basis", "elements": ["C", "H", "H", "H", "H", "N", "C", "N", "H", "H", "H", "H", "H"], "xyz": [[-5.91384, -2.01442, 1.90164], [-6.25679, -2.99528, 2.23907], [-5.02531, -2.00518, 1.28624], [-0.35489, 4.86527, 5.04588], [-0.19329, 5.14444, 4.38121], [2.53700, -0.37281, -0.70901], [2.60235, -0.38907, -2.01738], [1.60383, -0.37653, -2.84108], [1.65679, -0.54543, -0.23616], [3.41320, -0.21429, -0.23979], [3.60616, -0.29057, -2.38706], [1.70208, -0.44029, -3.84701], [0.62272, -0.36583, -2.57655]], "forces_ev_per_angstrom": [[-1.066, 1.269, 0.622], [0.534, -0.465, -0.331], [0.527, -0.811, -0.290], [-0.020, -0.038, 0.082], [0.020, 0.038, -0.082], [-0.466, -0.279, -0.743], [0.471, 0.737, 0.585], [-1.190, -0.352, -0.799], [0.376, 0.242, 0.356], [-0.232, -0.198, 0.596], [0.191, -0.156, -0.601], [0.554, 0.066, 0.170], [0.298, -0.053, 0.434]], "largest_force_ev_per_a": 1.770, "charge": 1, "molar_mass_g_mol": 61.11, "gap_ev": 6.78, "lumo_energy_ev": -4.04, "multiplicity": 1}


{"formula": "C2H9N2", "method": "the ωB97M-V functional and the def2-TZVPD basis", "elements": ["C", "N", "C", "N", "H", "H", "H", "H", "H", "H", "H", "H", "H"], "xyz": [[0.37146, 0.47319, -0.61384], [-0.51729, 1.47972, -1.05180], [-0.22468, -0.18793, 0.61924], [0.35889, -1.56510, 0.94033], [1.37674, 0.92016, -0.42609], [0.55676, -0.37332, -1.32747], [-0.51016, 2.46592, -0.90996], [-1.21463, 1.24402, -1.74645], [-1.31019, -0.33666, 0.43092], [-0.11886, 0.58291, 1.46192], [0.47829, -1.45499, 1.94652], [-0.37569, -2.22651, 0.73398], [1.25161, -1.85726, 0.54464]], "forces_ev_per_angstrom": [[1.237, -0.278, -0.328], [-1.515, -0.459, -1.266], [-0.563, 1.887, 0.179], [-0.403, 1.331, 1.247], [-0.626, -0.463, 0.158], [-0.302, 0.996, -0.139], [0.928, 0.191, 0.451], [0.303, -0.161, 0.217], [0.797, -0.003, 0.241], [-0.071, -1.739, -0.671], [0.134, -0.979, 0.191], [0.096, -0.647, 0.080], [-0.016, 0.324, -0.359]], "largest_force_ev_per_a": 2.026, "charge": 1, "molar_mass_g_mol": 61.11, "smiles": "NCC[NH3+]", "gap_ev": 9.32, "lumo_energy_ev": -3.87, "multiplicity": 1}


{"formula": "C2H9N2O", "method": "the ωB97M-V functional and the def2-TZVPD basis", "elements": ["C", "N", "H", "H", "H", "H", "H", "H", "C", "N", "O", "H", "H", "H"], "xyz": [[2.62230, -0.65023, -0.60817], [1.73519, -0.72106, 0.61192], [3.35958, -1.48005, -0.37743], [2.07362, -1.04603, -1.46993], [3.00943, 0.33331, -0.76603], [0.78782, -0.30671, 0.56359], [2.06270, -0.34520, 1.58870], [1.52544, -1.74585, 0.88420], [-2.36109, 0.67465, -0.39838], [-3.44381, 1.29053, 0.14644], [-1.63583, 0.11329, 0.42163], [-2.13759, 0.75787, -1.46279], [-3.97737, 2.02736, -0.26986], [-3.62039, 1.09810, 1.13611]], "forces_ev_per_angstrom": [[-0.030, -2.333, 0.740], [-1.136, -0.461, 1.492], [-0.162, 1.392, -0.350], [-0.095, 0.505, 0.251], [0.322, 0.349, 0.035], [0.126, 0.123, -0.646], [0.579, -0.024, -1.102], [0.254, 0.447, -0.416], [0.514, 0.198, 3.063], [-0.711, 0.039, -0.213], [0.334, -0.465, -1.582], [-0.273, 0.083, -0.135], [-0.121, -0.051, -0.432], [0.399, 0.197, -0.705]], "largest_force_ev_per_a": 3.112, "s2": 0.7507, "molar_mass_g_mol": 77.11, "gap_ev": [4.23, 11.00], "lumo_energy_ev": [0.87, 0.69], "multiplicity": 2}


{"formula": "C2H9N2O", "method": "the ωB97M-V functional and the def2-TZVPD basis", "elements": ["C", "N", "H", "H", "H", "H", "N", "C", "O", "H", "H", "H", "H", "H"], "xyz": [[0.58549, -1.09173, 0.15127], [1.04488, -0.36427, -1.11210], [1.41783, -0.88969, 0.83132], [0.45845, -2.17655, -0.09734], [0.84187, 0.62289, -0.88624], [0.35006, -0.56866, -1.86683], [-0.66956, -0.53438, 0.61699], [-1.14470, 0.78082, 0.47529], [-0.15780, 1.67438, 0.09793], [-1.09841, -1.12967, 1.28836], [1.99859, -0.68060, -1.36496], [-1.94328, 0.84435, -0.28938], [-1.66783, 1.15208, 1.43354], [-0.01559, 2.36105, 0.72214]], "forces_ev_per_angstrom": [[-0.094, 0.483, -0.440], [-2.252, -0.763, 0.754], [0.007, -0.428, 0.123], [0.273, 0.873, 0.278], [1.177, 0.391, -0.199], [0.260, -0.394, -0.361], [1.078, -1.517, -0.277], [-2.758, 1.064, 1.187], [0.816, 0.018, -1.134], [-0.399, -0.048, 0.409], [0.513, 0.344, -0.225], [0.341, -0.083, -0.001], [0.828, -0.736, -1.061], [0.210, 0.797, 0.947]], "largest_force_ev_per_a": 3.186, "s2": 0.7505, "molar_mass_g_mol": 77.11, "gap_ev": [3.89, 9.70], "lumo_energy_ev": [0.70, 0.41], "multiplicity": 2}


{"formula": "C2H9N2O", "method": "the ωB97M-V functional and the def2-TZVPD basis", "elements": ["C", "C", "N", "N", "H", "H", "H", "H", "H", "H", "H", "H", "H", "O"], "xyz": [[-0.61636, 1.01243, -0.29511], [-1.22294, -0.14803, 0.21952], [-2.51419, -0.52717, 0.34801], [0.83795, 1.10679, -0.12756], [-1.09180, 1.91307, -0.92493], [-0.57098, -0.96224, 0.58673], [-3.27254, 0.06334, 0.05831], [-2.77962, -1.50649, 0.31704], [1.06862, 1.58816, 0.66478], [1.40269, 1.64720, -0.97802], [1.24657, 0.14651, -0.03397], [2.29496, -1.75163, -0.63770], [2.89227, -1.50763, 0.73703], [2.32536, -1.07433, 0.06588]], "forces_ev_per_angstrom": [[-2.722, -0.140, -0.804], [1.529, 1.132, -1.029], [-0.441, 0.292, -0.386], [0.819, -0.132, -4.844], [0.930, -2.394, 1.932], [0.032, 0.707, -0.165], [0.051, 0.363, -0.134], [0.526, 0.282, 0.260], [0.839, 1.801, 2.743], [-2.030, -1.910, 2.556], [0.291, 0.427, -0.061], [-0.056, 0.475, 0.232], [-0.422, 0.557, -0.234], [0.656, -1.462, -0.065]], "largest_force_ev_per_a": 4.914, "charge": 1, "molar_mass_g_mol": 77.11, "gap_ev": 9.48, "lumo_energy_ev": -3.22, "multiplicity": 1}